(1)
# C20H22Cl2F4N7V

A structure of composition C20H22Cl2F4N7V (wB97M-V/def2-TZVPD, the Open Molecules 2025 dataset).

```
56
Properties=species:S:1:pos:R:3:lowdin_spin:R:1
V 0.079 -0.154 -0.372 1.9780
C 1.411 -3.306 0.170 0.0015
C 0.822 -2.718 1.441 0.0043
N -0.331 -1.817 1.227 0.0126
C -0.612 -1.140 2.515 0.0063
C -1.856 -0.269 2.525 0.0061
C -1.512 -2.588 0.763 0.0036
C -2.271 -1.845 -0.337 0.0077
N -1.277 -1.324 -1.251 0.0094
C -1.196 -1.663 -2.557 0.0055
C 0.058 -1.503 -3.175 0.0046
F 1.073 -1.071 -2.360 0.0329
C 0.314 -1.782 -4.492 0.0006
F 1.553 -1.594 -4.973 0.0005
C -0.686 -2.267 -5.315 -0.0004
C -1.928 -2.451 -4.739 0.0001
F -2.937 -2.911 -5.496 0.0001
C -2.192 -2.162 -3.414 -0.0004
F -3.453 -2.336 -2.964 -0.0001
H 2.301 -3.883 0.424 0.0002
H 1.710 -2.524 -0.525 0.0007
H 0.722 -3.975 -0.346 0.0001
H 1.591 -2.136 1.950 0.0002
H 0.520 -3.521 2.128 0.0006
H 0.263 -0.528 2.747 0.0015
H -0.698 -1.905 3.300 -0.0001
H -1.824 0.466 1.721 0.0041
H -1.900 0.266 3.474 0.0003
H -2.770 -0.858 2.435 0.0001
H -2.163 -2.832 1.609 -0.0001
H -1.159 -3.531 0.347 0.0002
H -2.853 -1.024 0.090 0.0010
H -2.976 -2.532 -0.803 0.0005
H -0.508 -2.488 -6.356 0.0000
Cl -2.189 2.675 -2.224 0.0018
C -1.771 3.409 -0.712 -0.0150
C -2.271 4.657 -0.408 0.0017
C -1.957 5.264 0.802 -0.0155
C -1.139 4.601 1.700 0.0025
C -0.647 3.350 1.376 -0.0146
Cl 0.391 2.546 2.538 -0.0015
C -0.924 2.682 0.167 -0.0009
N -0.446 1.467 -0.157 -0.0879
H -2.912 5.154 -1.124 0.0003
H -2.351 6.241 1.042 -0.0011
H -0.882 5.047 2.652 0.0005
N 3.533 2.846 1.596 0.0019
C 4.468 1.888 1.584 0.0049
N 5.704 2.191 2.030 0.0030
N 4.267 0.655 1.167 0.0061
C 3.081 0.317 0.749 0.0206
N 2.062 -0.064 0.355 0.0105
H 3.693 3.715 2.075 0.0001
H 2.566 2.625 1.396 0.0001
H 5.996 3.147 2.116 0.0002
H 6.411 1.491 1.888 0.0001
```

E_LUMO (alpha / beta) = 0.04 / 0.04 eV
HOMO level (alpha / beta) = -6.81 / -7.12 eV
energy relative to the best compared isomer or geometry (same formula, charge and spin) = 0.414 eV
Kohn-Sham gap (alpha / beta) = 0.252 / 0.263 Ha
multiplicity = 3


(2)
# C35H52AsCoOP3

A structure of composition C35H52AsCoOP3 (wB97M-V/def2-TZVPD, the Open Molecules 2025 dataset).

```
93
Properties=species:S:1:pos:R:3:lowdin_spin:R:1
Co -0.753 -0.518 -1.590 2.2796
P -2.485 -1.445 -0.753 0.0967
P 0.852 -1.746 -1.217 0.1128
P -1.633 0.007 -3.423 0.1116
H 0.641 1.250 0.099 0.0050
C -0.129 1.479 -0.644 0.0405
C -1.477 1.397 -0.286 0.0690
H -1.743 1.101 0.740 0.0077
C -2.737 -1.747 1.039 0.0393
C -2.763 -3.159 -1.357 0.0148
C -4.118 -0.664 -1.091 0.0241
C 2.409 -0.825 -1.098 0.0276
C 0.935 -2.835 0.248 0.0319
C 1.016 -2.937 -2.596 0.0292
C -2.755 1.446 -3.475 0.0274
C -2.442 -1.287 -4.418 0.0169
C -0.332 0.612 -4.522 0.0362
H 0.197 2.038 -1.533 0.0067
H -2.250 1.927 -0.855 0.0048
H -2.820 -0.786 1.571 0.0012
H -1.909 -2.333 1.463 0.0060
H -3.681 -2.308 1.140 0.0054
H -1.923 -3.809 -1.075 0.0000
H -2.906 -3.194 -2.444 -0.0002
H -3.675 -3.512 -0.853 0.0031
H -4.121 0.378 -0.742 0.0003
H -4.855 -1.237 -0.509 0.0043
H -4.391 -0.696 -2.155 -0.0001
H 3.286 -1.486 -1.210 0.0051
H 2.476 -0.270 -0.150 -0.0002
H 2.442 -0.040 -1.868 0.0018
H 1.779 -3.542 0.161 0.0044
H 0.007 -3.416 0.361 0.0002
H 1.084 -2.230 1.157 0.0089
H 1.874 -3.598 -2.431 0.0054
H 1.143 -2.414 -3.552 0.0007
H 0.110 -3.553 -2.657 0.0007
H -2.919 1.735 -4.522 0.0044
H -2.287 2.290 -2.955 0.0001
H -3.721 1.238 -3.007 0.0000
H -2.558 -0.925 -5.444 0.0036
H -3.428 -1.555 -4.028 -0.0001
H -1.818 -2.185 -4.437 0.0005
H -0.744 1.043 -5.441 0.0065
H 0.366 -0.193 -4.775 0.0001
H 0.217 1.384 -3.975 0.0016
C 3.111 1.408 -4.579 0.0002
C 4.510 1.328 -4.667 0.0001
C 5.190 2.402 -5.250 0.0000
C 4.492 3.480 -5.801 0.0000
C 3.094 3.480 -5.801 0.0000
C 2.399 2.416 -5.246 0.0001
O 2.355 0.635 -3.705 0.0023
H 2.704 -0.287 -3.592 -0.0001
H 5.049 0.473 -4.257 0.0000
H 6.280 2.411 -5.272 0.0000
H 5.026 4.329 -6.236 0.0000
H 2.521 4.310 -6.222 0.0000
H 1.314 2.363 -5.279 0.0001
C 1.193 -3.106 6.403 0.0097
C 0.639 -3.634 5.231 0.0019
C 0.253 -2.788 4.188 0.0086
C 0.419 -1.400 4.335 0.0864
C 0.987 -0.862 5.493 0.0197
C 1.364 -1.724 6.532 0.0079
As -0.161 -0.237 2.868 0.3124
C -1.627 0.691 3.810 0.0826
C -2.080 1.943 3.356 0.0421
C -3.200 2.534 3.955 0.0055
C -3.881 1.865 4.980 0.0773
C -3.448 0.604 5.405 0.0080
C -2.324 0.016 4.819 0.0402
C 1.278 1.098 3.000 0.0821
C 1.133 2.354 3.591 0.0367
C 2.173 3.288 3.484 0.0084
C 3.354 2.955 2.814 0.0678
C 3.514 1.675 2.268 0.0015
C 2.487 0.736 2.377 0.0414
H 1.494 -3.774 7.215 0.0005
H 0.503 -4.709 5.128 0.0002
H -0.179 -3.196 3.272 0.0010
H 1.134 0.214 5.585 0.0001
H 1.795 -1.306 7.442 0.0015
H -1.555 2.467 2.553 0.0011
H -3.539 3.517 3.611 -0.0007
H -4.758 2.326 5.440 0.0034
H -3.983 0.076 6.193 -0.0002
H -1.983 -0.964 5.146 0.0011
H 0.222 2.613 4.129 0.0008
H 2.051 4.280 3.924 0.0001
H 4.157 3.689 2.723 0.0029
H 4.440 1.405 1.755 -0.0009
H 2.619 -0.275 1.988 0.0007
```

E_LUMO (alpha / beta) = -7.82 / -11.83 eV
HOMO level (alpha / beta) = -14.59 / -14.59 eV
energy relative to the best compared isomer or geometry (same formula, charge and spin) = 0.044 eV
Kohn-Sham gap (alpha / beta) = 0.249 / 0.102 Ha
multiplicity = 5
charge = +3


(3)
# C39H50CrN10O4S4Sb

A structure of composition C39H50CrN10O4S4Sb (wB97M-V/def2-TZVPD, the Open Molecules 2025 dataset).

```
109
Properties=species:S:1:pos:R:3:lowdin_spin:R:1
Cr 0.320 -0.050 -0.674 2.9212
N 0.171 1.891 0.200 -0.0102
C -1.140 2.509 -0.098 0.0017
C -0.924 3.942 -0.611 -0.0003
C -2.168 4.789 -0.916 0.0000
C -3.133 4.984 0.261 0.0000
N -4.163 3.954 0.248 0.0000
C -5.377 4.079 0.745 0.0000
N -5.715 5.122 1.510 0.0000
N -6.288 3.146 0.469 0.0000
C -1.859 1.617 -1.122 0.0022
O -3.089 1.699 -1.254 -0.0003
O -1.131 0.806 -1.789 0.0087
H 0.286 1.763 1.202 0.0020
H 0.924 2.501 -0.114 0.0021
H -1.756 2.511 0.803 0.0000
H -0.321 3.883 -1.522 0.0000
H -0.338 4.475 0.144 0.0000
H -2.722 4.363 -1.754 0.0000
H -1.812 5.768 -1.233 0.0000
H -3.609 5.962 0.170 0.0000
H -2.583 4.961 1.208 0.0000
H -3.947 3.106 -0.306 0.0000
H -5.036 5.808 1.785 0.0000
H -6.647 5.219 1.872 0.0000
H -6.044 2.344 -0.093 0.0000
H -7.206 3.170 0.874 0.0000
C 3.769 4.346 -3.694 0.0002
C 4.193 3.132 -2.859 0.0005
C 3.167 2.054 -2.857 0.0023
N 2.488 1.647 -1.846 0.0015
N 1.628 0.622 -2.128 -0.0102
C 1.658 0.250 -3.401 0.0071
N 0.892 -0.693 -3.943 0.0080
S 2.795 1.171 -4.328 -0.0008
H 4.576 5.076 -3.712 0.0000
H 2.885 4.816 -3.262 0.0000
H 3.553 4.061 -4.724 0.0000
H 4.362 3.431 -1.828 0.0000
H 5.119 2.723 -3.271 0.0001
H 0.404 -1.308 -3.297 0.0005
H 1.032 -0.978 -4.896 0.0002
S -1.562 -0.761 0.737 -0.0296
Sb -2.934 -1.640 -0.968 0.0033
C -3.074 -3.727 -0.613 0.0022
C -3.763 -4.504 -1.538 0.0004
C -4.033 -5.834 -1.250 0.0001
C -3.617 -6.380 -0.043 0.0000
C -2.931 -5.600 0.877 0.0000
C -2.663 -4.269 0.596 0.0002
C -4.928 -1.251 -0.335 -0.0002
C -5.186 -1.098 1.022 -0.0010
C -6.501 -1.061 1.469 0.0000
C -7.549 -1.161 0.563 0.0000
C -7.287 -1.302 -0.794 0.0000
C -5.975 -1.360 -1.244 0.0001
C -2.927 -1.527 -3.106 0.0007
C -3.612 -0.516 -3.763 0.0003
C -3.646 -0.516 -5.150 0.0000
C -2.989 -1.509 -5.866 0.0002
C -2.303 -2.512 -5.197 0.0000
C -2.270 -2.527 -3.809 0.0005
H -4.102 -4.077 -2.474 0.0000
H -4.573 -6.440 -1.964 0.0000
H -3.839 -7.414 0.183 0.0000
H -2.615 -6.031 1.818 0.0000
H -2.150 -3.650 1.324 0.0001
H -4.363 -1.029 1.725 -0.0011
H -6.707 -0.969 2.528 0.0000
H -8.573 -1.152 0.914 0.0000
H -8.104 -1.387 -1.499 0.0000
H -5.771 -1.508 -2.298 0.0000
H -4.104 0.266 -3.199 0.0000
H -4.192 0.257 -5.674 0.0000
H -3.024 -1.507 -6.947 0.0000
H -1.802 -3.292 -5.755 0.0000
H -1.755 -3.326 -3.286 0.0001
O 0.324 -4.203 -1.004 0.0232
C 0.300 -3.044 -1.199 0.0202
N 0.259 -1.868 -1.431 0.0056
S 0.512 -0.468 3.458 -0.0001
C 0.755 -2.118 3.363 -0.0001
N 1.696 -2.813 4.035 0.0000
C 1.621 -4.251 3.775 0.0000
C 0.545 -4.341 2.673 0.0000
N 0.073 -2.964 2.584 0.0004
H 2.143 -2.442 4.854 0.0000
H 1.334 -4.805 4.669 0.0000
H 2.587 -4.627 3.438 0.0000
H -0.267 -5.010 2.956 0.0000
H 0.950 -4.678 1.718 0.0000
H -0.552 -2.615 1.873 0.0003
C 3.906 -1.204 2.046 -0.0008
S 3.399 -0.278 0.582 0.0070
O 1.896 -0.528 0.539 0.0295
C 3.666 1.351 1.303 0.0020
C 4.711 2.109 0.800 0.0002
C 4.929 3.384 1.298 0.0001
C 4.093 3.896 2.281 -0.0002
C 3.066 3.117 2.798 0.0001
C 2.855 1.833 2.316 0.0001
H 3.254 -0.927 2.872 0.0000
H 4.947 -0.966 2.261 -0.0002
H 3.805 -2.262 1.814 0.0000
H 5.351 1.693 0.030 0.0001
H 5.748 3.981 0.918 0.0000
H 4.258 4.897 2.656 0.0000
H 2.435 3.500 3.589 0.0000
H 2.082 1.201 2.740 0.0000
```

E_LUMO (alpha / beta) = -4.20 / -4.11 eV
HOMO level (alpha / beta) = -12.06 / -12.06 eV
energy relative to the best compared isomer or geometry (same formula, charge and spin) = 0.000 eV
Kohn-Sham gap (alpha / beta) = 0.289 / 0.292 Ha
multiplicity = 4
charge = +2


(4)
# C10H13INO2

The ion C10H13INO2 with charge -1 (wB97M-V/def2-TZVPD, the Open Molecules 2025 dataset).

```
27
Properties=species:S:1:pos:R:3:lowdin_charge:R:1
C -3.793 0.767 -2.131 0.1091
C -2.705 0.966 -1.662 -0.2235
C -1.549 1.324 -0.870 -0.6160
I -1.973 3.236 0.046 0.8191
N -1.404 0.280 0.350 -0.0518
C -2.435 0.183 1.359 -0.7707
O -3.483 0.817 1.079 -0.1424
O -2.185 -0.597 2.319 -0.0768
C -0.092 -0.369 0.471 -0.3181
C 0.416 -1.173 -0.696 -0.1708
C 1.746 -1.830 -0.509 -0.1947
C 2.718 -0.673 -0.062 -0.2216
C 2.253 0.121 1.128 -0.2460
C 0.884 0.798 0.842 -0.1596
H -4.761 0.686 -2.478 0.0033
H -0.688 1.410 -1.349 -0.0054
H -0.204 -0.803 1.472 0.1384
H 0.375 -0.470 -1.469 0.0821
H -0.259 -2.031 -1.102 0.1532
H 1.955 -2.323 -1.398 0.0795
H 1.742 -2.504 0.347 0.1109
H 3.858 -0.943 0.207 0.1374
H 2.735 -0.212 -1.042 0.0890
H 2.271 -0.592 1.885 0.0798
H 2.863 1.000 1.501 0.1196
H 0.565 1.429 1.802 0.1516
H 1.152 1.504 -0.038 0.1243
```

E_LUMO = 2.83 eV
HOMO level = -4.32 eV
energy relative to the best compared isomer or geometry (same formula, charge and spin) = 1.589 eV
structure (SMILES) = C#C[C@@H](I)N(C(=O)[O-])C1CCCCC1
Kohn-Sham gap = 0.263 Ha
multiplicity = 1
charge = -1